(1)
Density functional theory data (ωB97M-V with the def2-TZVPD basis set) for a cluster of 2 separate species, H2O3PS in total in a non-equilibrium geometry.

Output
Relative energy (zero: lowest compared OMol25 entry of this formula, charge and spin)   41.71 kcal/mol
Total charge   -1
HOMO level (alpha / beta)   -2.99 / -5.08 eV
Molecular weight   113.054 g mol⁻¹
Frontier orbital gap (alpha / beta)   4.524 / 8.944 eV
DFT total energy   -966.43119 Eh

Element x y z (Å)
H: 1.81 0.27 -0.84
S: -0.92 -0.08 1.18
O: -0.12 0.55 2.23
O: -2.20 0.54 0.82
P: 1.91 0.24 -2.27
O: -0.98 -1.54 1.23
H: 0.50 0.03 -2.34

(2)
Density functional theory data (ωB97M-V with the def2-TZVPD basis set) for a structure of composition H2O3S2 in a non-equilibrium geometry.

Output
Relative energy (zero: lowest compared OMol25 entry of this formula, charge and spin)   50.87 kcal/mol
HOMO level (alpha / beta)   -8.47 / -8.51 eV
Molecular weight   114.147 g mol⁻¹
Frontier orbital gap (alpha / beta)   7.743 / 7.706 eV
DFT total energy   -1023.16804 Eh

Element x y z (Å)
S: -1.01 -0.62 -0.02
S: 1.85 -0.64 -0.65
O: 1.14 -0.49 0.89
O: -0.23 -1.10 -1.18
O: -1.07 1.05 -0.14
H: -1.93 1.51 -0.30
H: 1.24 0.30 1.40

(3)
Density functional theory data (ωB97M-V with the def2-TZVPD basis set) for an isolated molecule of H2P2S4 in a non-equilibrium geometry.

Output
Relative energy (zero: lowest compared OMol25 entry of this formula, charge and spin)   43.59 kcal/mol
HOMO level (alpha / beta)   -8.19 / -8.19 eV
Molecular weight   192.232 g mol⁻¹
Frontier orbital gap (alpha / beta)   5.251 / 5.251 eV
DFT total energy   -2276.64440 Eh

Element x y z (Å)
S: 0.07 0.02 -1.24
S: 2.30 1.64 0.60
P: 2.25 0.06 -0.46
S: -2.47 0.63 0.46
H: 2.97 0.23 -1.52
P: -0.80 -0.55 0.50
S: 2.58 -1.65 0.45
H: -3.34 -0.20 1.13

(4)
Density functional theory data (ωB97M-V with the def2-TZVPD basis set) for the ion H2S with charge -1 in a non-equilibrium geometry.

Output
Multiplicity   2
Relative energy (zero: lowest compared OMol25 entry of this formula, charge and spin)   25.50 kcal/mol
Total charge   -1
HOMO level (alpha / beta)   2.27 / -3.21 eV
Molecular weight   34.083 g mol⁻¹
Frontier orbital gap (alpha / beta)   2.788 / 8.222 eV
DFT total energy   -399.29066 Eh

Element x y z (Å)
S: 0.52 0.03 0.42
H: -0.11 0.91 -0.46
H: -0.41 -0.94 0.04

(5)
Density functional theory data (ωB97M-V with the def2-TZVPD basis set) for an isolated molecule of H2S.

Output
Relative energy (zero: lowest compared OMol25 entry of this formula, charge and spin)   0.00 kcal/mol
Structure (SMILES)   S
HOMO level   -9.81 eV
Molecular weight   34.083 g mol⁻¹
Frontier orbital gap   10.856 eV
DFT total energy   -399.37376 Eh

Element x y z (Å)
H: 0.61 -0.27 -0.76
S: -0.47 0.32 -0.24
H: -0.14 -0.05 1.00

(6)
Density functional theory data (ωB97M-V with the def2-TZVPD basis set) for a structure of composition H30KrO15 in a non-equilibrium geometry.

Output
Relative energy (zero: lowest compared OMol25 entry of this formula, charge and spin)   12.98 kcal/mol
HOMO level   -10.51 eV
Molecular weight   354.025 g mol⁻¹
Frontier orbital gap   10.013 eV
DFT total energy   -3900.22700 Eh

Element x y z (Å)
H: -3.46 -6.91 -17.14
H: -3.43 -1.06 -14.26
H: -0.76 -4.65 -17.71
H: -0.33 -1.87 -16.62
Kr: -4.60 -3.16 -16.81
O: -3.38 -2.91 -12.74
H: -1.77 -1.70 -18.82
H: -6.30 -1.46 -19.09
H: -2.23 -2.90 -19.63
O: -7.74 -4.49 -17.98
O: -7.11 -1.93 -18.91
O: -0.36 -4.48 -16.86
H: -0.69 -3.62 -16.61
H: -1.67 -1.52 -16.03
O: -2.01 -1.97 -19.71
O: -6.39 -6.81 -17.60
O: -2.66 -0.56 -14.53
O: -5.46 -4.86 -13.13
H: -5.86 -0.17 -14.40
H: -5.12 -5.23 -13.95
O: -4.71 -0.84 -19.62
H: -1.17 -5.42 -19.84
H: -7.44 -1.54 -18.10
H: -3.55 -6.60 -14.92
H: -4.52 -0.32 -18.85
H: -4.67 -7.48 -15.42
H: -8.31 -4.17 -17.28
H: -6.14 -4.26 -13.40
H: -7.37 -3.70 -18.36
H: -6.79 -5.94 -17.63
H: -6.00 -1.33 -13.44
O: -4.38 -6.57 -15.39
H: -5.74 -6.76 -16.90
O: -2.88 -6.87 -17.90
O: -1.26 -1.91 -16.80
H: -3.00 0.26 -14.88
H: -8.79 -1.09 -15.76
O: -1.79 -4.87 -19.36
O: -8.06 -0.93 -16.36
H: -7.29 -0.89 -15.79
H: -3.14 -3.21 -11.86
H: -3.67 -3.70 -13.19
O: -5.70 -1.11 -14.32
H: -2.33 -5.50 -18.87
H: -3.89 -1.28 -19.83
H: -2.18 -7.50 -17.69

(7)
Density functional theory data (ωB97M-V with the def2-TZVPD basis set) for a cluster of 15 separate species, H30O15 in total in a non-equilibrium geometry.

Output
Relative energy (zero: lowest compared OMol25 entry of this formula, charge and spin)   105.31 kcal/mol
HOMO level   -10.38 eV
Molecular weight   270.225 g mol⁻¹
Frontier orbital gap   9.822 eV
DFT total energy   -1146.47225 Eh

Element x y z (Å)
O: -0.67 0.40 -0.54
H: -3.52 -4.03 -2.49
H: -1.69 -4.41 -0.53
H: -1.88 0.74 2.43
H: 0.64 -2.88 -0.75
O: 0.51 2.46 1.37
O: -2.76 -0.80 0.85
H: 0.37 3.30 -2.08
H: -3.49 0.48 1.70
H: -1.65 -3.03 -1.19
H: 1.20 -4.11 -1.44
H: 1.62 2.79 -1.38
O: -4.74 2.48 -1.72
O: -3.89 1.34 1.84
H: -5.40 3.12 -2.01
O: 1.28 -3.59 -0.64
H: -0.84 -0.53 -0.68
O: -3.60 -3.41 -1.75
H: 3.49 -2.10 -0.49
H: 4.55 0.28 -1.30
H: -3.75 -2.56 -2.17
H: -2.49 -0.97 1.76
H: 0.51 1.71 0.77
H: -2.72 -1.66 0.43
H: 3.99 -1.14 0.57
H: 1.23 -4.20 1.55
H: 4.99 1.48 0.31
O: 1.18 -3.55 2.27
O: 4.02 1.47 0.36
H: 0.63 4.74 0.53
H: -1.14 -0.35 3.20
O: -1.02 0.29 2.49
O: -1.22 -3.89 -1.20
H: 1.03 3.13 0.90
O: 5.48 0.04 -1.23
O: 1.20 3.60 -1.68
H: 0.41 -3.02 2.06
O: 4.21 -1.97 0.14
O: 0.33 5.31 -0.18
H: -4.20 2.33 -2.50
H: 0.25 0.52 -0.79
H: 3.79 2.39 0.54
H: 5.53 -0.82 -1.66
H: 0.94 6.06 -0.16
H: -4.83 1.14 1.96

(8)
Density functional theory data (ωB97M-V with the def2-TZVPD basis set) for a cluster of 15 separate species, H30O15 in total in a non-equilibrium geometry.

Output
Relative energy (zero: lowest compared OMol25 entry of this formula, charge and spin)   46.01 kcal/mol
HOMO level   -9.99 eV
Molecular weight   270.225 g mol⁻¹
Frontier orbital gap   9.506 eV
DFT total energy   -1146.56674 Eh

Element x y z (Å)
H: 0.23 -0.35 0.91
H: 0.55 3.08 -1.77
H: 1.76 -0.49 -3.85
O: -1.40 1.60 -2.50
H: -3.07 -2.66 2.13
H: 3.96 0.18 0.07
O: 3.29 -0.24 -0.45
H: 0.91 0.33 4.38
H: -1.70 -1.86 -2.95
O: -1.17 -2.71 -0.11
H: 0.16 3.68 -3.12
H: -1.85 0.18 -0.17
H: 1.08 1.71 1.39
H: -0.82 2.41 0.13
H: -3.17 0.18 0.48
H: 1.18 0.63 2.88
O: -0.16 -2.99 3.53
H: -1.18 1.64 -3.39
H: -1.58 3.58 -0.25
H: 1.44 -1.97 0.02
O: -0.37 0.24 0.45
O: -2.82 0.15 -0.39
H: -0.40 -3.28 0.01
H: -1.67 0.74 -2.31
H: 1.83 -2.44 1.41
H: 1.69 2.88 1.91
O: -1.14 -1.30 -2.48
O: 1.28 1.68 -0.94
H: 2.08 1.22 -0.63
H: 0.56 -0.54 -2.88
H: 2.88 -0.90 0.09
H: -0.08 -2.65 4.39
O: 1.58 -1.67 0.94
H: 0.23 0.65 -0.27
O: 0.40 3.89 -2.22
O: 0.69 0.12 3.50
H: -2.14 -1.93 1.32
O: -0.95 3.29 0.40
H: -1.92 -3.31 -0.23
H: -0.52 -2.22 3.06
O: 1.77 1.95 1.94
H: 1.15 1.28 -1.79
O: -2.82 -1.78 1.89
H: -1.22 -1.63 -1.60
O: 1.48 -0.36 -2.93

(9)
Density functional theory data (ωB97M-V with the def2-TZVPD basis set) for a cluster of 15 separate species, H30O15 in total in a non-equilibrium geometry.

Output
Relative energy (zero: lowest compared OMol25 entry of this formula, charge and spin)   47.02 kcal/mol
HOMO level   -9.50 eV
Molecular weight   270.225 g mol⁻¹
Frontier orbital gap   8.955 eV
DFT total energy   -1146.56513 Eh

Element x y z (Å)
O: 2.11 1.41 -1.59
H: -1.90 -2.68 -0.80
H: 0.47 -2.88 -1.09
H: 0.52 4.36 -0.99
O: 2.68 -0.53 0.31
O: 0.10 3.53 -1.19
H: 1.33 0.53 2.40
H: -4.57 -0.35 0.90
O: -2.77 -2.29 -0.76
H: 0.66 2.87 -1.53
H: -0.41 -3.81 -1.91
H: -1.50 1.56 0.70
H: 0.13 2.49 0.23
H: -1.22 -0.87 2.56
H: -0.76 0.90 -1.98
O: -3.88 -0.05 1.53
H: -1.91 1.79 -1.88
H: 3.36 -0.12 0.84
H: 2.07 -0.94 0.86
H: -2.91 1.02 0.39
H: -3.11 -0.66 1.48
O: -0.20 -3.54 -1.01
H: 2.33 2.30 0.35
H: 2.90 1.96 -1.72
O: -0.39 -1.42 -3.55
H: -0.59 -2.36 -3.50
O: -2.19 1.57 0.02
H: 1.15 -3.31 0.97
O: -1.31 1.43 -2.49
H: -0.07 2.30 1.69
O: 1.09 -2.46 1.45
H: -2.89 -2.35 0.22
H: 0.73 -2.61 2.35
H: 2.41 1.19 3.04
H: 3.71 1.86 0.96
O: 0.36 1.86 0.91
O: 1.96 0.38 3.07
O: -0.09 -0.53 -0.88
O: 3.11 2.61 0.89
H: -0.67 -1.75 1.53
H: 0.40 0.13 -0.36
H: -0.72 -0.81 -0.20
H: 2.31 0.58 -1.22
O: -1.38 -1.13 1.62
H: -0.43 -1.17 -2.64

(10)
Density functional theory data (ωB97M-V with the def2-TZVPD basis set) for a cluster of 15 separate species, H30O15 in total in a non-equilibrium geometry.

Output
Relative energy (zero: lowest compared OMol25 entry of this formula, charge and spin)   49.77 kcal/mol
HOMO level   -10.30 eV
Molecular weight   270.225 g mol⁻¹
Frontier orbital gap   9.870 eV
DFT total energy   -1146.56075 Eh

Element x y z (Å)
H: 1.76 -1.14 2.05
H: -0.60 3.95 0.71
H: -0.20 -0.10 0.48
H: 2.12 2.52 -1.22
O: 0.63 -0.39 0.15
H: 1.00 0.54 -2.83
H: 4.55 0.45 -1.73
O: -3.06 -0.85 2.81
O: 0.08 3.67 0.11
H: 0.83 -3.32 -0.78
O: -1.45 1.12 0.79
O: -2.31 -2.21 0.64
H: 3.61 -0.71 -1.37
H: -3.04 -1.76 3.17
H: 0.25 2.73 0.26
H: -1.90 -1.87 -1.03
H: 1.06 0.33 -0.38
H: -1.56 1.63 -0.04
O: 0.05 0.31 -2.80
H: 2.74 -2.13 -0.08
H: -0.16 -0.20 -3.61
O: -3.79 -0.02 -0.58
O: 1.30 -2.61 -1.25
O: 1.98 -1.06 2.97
O: 3.99 -0.19 -2.08
O: 2.22 1.82 -0.56
H: -1.24 1.33 -1.92
O: -1.87 2.02 -1.66
H: -2.55 -0.84 1.98
H: -0.82 -1.22 -1.85
H: 3.18 1.69 -0.38
O: 3.40 -1.54 0.28
H: -2.44 2.29 -2.35
H: -3.04 -2.78 0.93
H: -1.54 -2.57 1.20
H: 3.78 -2.10 0.90
H: -1.61 1.65 1.57
O: 0.54 2.15 2.65
H: -2.96 0.43 -0.38
H: 1.01 -1.82 -0.81
O: -1.69 -1.59 -1.93
H: 0.50 1.54 1.94
H: 1.27 -0.54 3.40
H: -0.41 2.29 2.96
H: -3.62 -0.92 -0.37

(11)
Density functional theory data (ωB97M-V with the def2-TZVPD basis set) for a structure of composition H30O19STl in a non-equilibrium geometry.

Output
Relative energy (zero: lowest compared OMol25 entry of this formula, charge and spin)   60.42 kcal/mol
Total charge   +1
HOMO level   -12.58 eV
Molecular weight   570.671 g mol⁻¹
Frontier orbital gap   2.136 eV
DFT total energy   -2017.69896 Eh

Element x y z (Å)
H: -1.50 1.63 2.59
O: -0.47 2.98 -2.66
O: 2.13 -2.69 -2.25
O: -1.80 -3.23 0.40
H: -2.92 -0.75 -1.76
H: -1.62 2.98 0.56
H: 1.77 2.54 2.24
O: 3.49 0.32 -0.72
H: -2.64 -0.82 0.10
H: 2.09 -3.53 -1.83
H: 1.79 -2.02 0.73
H: -1.42 -1.05 3.14
H: -0.45 3.77 -0.09
S: -0.05 -0.16 -0.30
H: -4.02 -1.63 -0.02
H: 3.21 -2.86 0.70
H: 4.32 -0.05 -0.66
O: -0.23 -0.82 -4.12
O: -0.49 0.42 -1.56
H: -3.01 -1.59 -3.02
H: 2.85 -0.37 -0.64
O: 1.57 3.26 -0.25
O: 1.08 -1.06 -0.37
H: -0.32 -2.87 1.84
H: 0.40 3.26 -2.76
H: -0.27 -1.68 -3.63
H: -0.26 1.69 1.75
O: -0.64 2.05 2.59
H: 1.63 -2.22 -1.55
H: 2.71 0.01 2.06
O: -2.18 -0.89 2.54
H: 1.24 2.37 -0.02
O: -3.59 -0.73 -0.15
H: -2.50 -3.25 1.07
H: 0.58 -1.01 -4.60
Tl: -1.33 0.95 -3.27
O: -2.66 -0.73 -2.70
H: 1.43 0.76 1.57
O: 2.44 -2.56 1.25
O: 2.03 3.40 2.60
H: 1.24 3.90 2.63
H: -1.03 -3.49 2.95
H: -0.99 3.83 -2.43
O: -1.19 -0.86 0.25
H: -1.81 -0.74 1.63
O: -1.36 3.80 0.08
O: -0.15 -3.20 2.75
H: -1.60 -2.29 0.22
O: 2.07 0.71 2.27
O: 0.26 1.00 0.47
H: 2.16 3.56 0.40

(12)
Density functional theory data (ωB97M-V with the def2-TZVPD basis set) for a cluster of 15 separate species, H31O15 in total in a non-equilibrium geometry.

Output
Relative energy (zero: lowest compared OMol25 entry of this formula, charge and spin)   109.16 kcal/mol
Total charge   +1
HOMO level   -13.21 eV
Molecular weight   271.233 g mol⁻¹
Frontier orbital gap   10.022 eV
DFT total energy   -1146.82898 Eh

Element x y z (Å)
O: 0.49 -2.85 -1.33
H: -0.40 -2.30 -1.56
H: -0.73 3.55 -2.09
H: 1.50 4.04 0.68
H: 3.49 1.60 -3.29
H: -3.77 -2.02 -2.19
H: -1.43 -1.68 -3.44
O: -1.29 1.01 -1.52
H: 1.20 -1.77 2.20
O: 1.91 -0.38 0.87
H: 0.63 0.74 3.25
O: 0.88 -2.59 2.60
H: 3.63 2.91 -0.30
O: -3.21 -2.40 -0.57
O: 1.10 4.47 -0.19
O: -0.60 -3.61 0.78
O: -1.59 3.32 -2.42
H: -2.65 -1.53 -0.61
H: -2.34 -0.70 3.58
H: 0.05 -3.09 -0.26
H: -2.03 4.02 -2.17
H: -0.21 -3.89 1.67
H: 2.76 0.51 -2.31
H: 1.85 4.74 -0.76
O: -1.06 -1.36 -2.61
O: -3.98 -1.18 -2.58
H: -1.53 0.25 3.97
H: 2.33 1.50 2.11
H: -1.15 1.20 -0.65
H: 0.51 -2.20 3.39
H: 1.39 2.65 2.56
H: -3.62 -0.38 -2.10
H: 0.19 -3.84 -1.56
H: 4.08 1.82 -1.17
O: 3.02 0.71 -3.26
H: 0.56 -0.26 4.44
O: -2.45 0.24 3.82
H: -1.71 1.63 -2.07
H: 1.99 0.43 0.23
H: -0.69 -0.50 -2.77
H: 2.84 -0.62 0.84
H: -3.98 -2.17 0.08
O: 0.22 -0.05 3.60
O: 1.89 1.96 2.88
O: 3.44 1.93 -0.38
H: -1.55 -3.91 0.60